288
Properties=species:S:1:pos:R:3 method="wB97M-V/def2-TZVPD" homo_lumo_gap_ev="7.368 / 3.160" e_tot_ev=-126648.00755 lumo_energy_ev="-2.062 / -6.271" mol_weight_g_mol=1484.41 multiplicity=2 total_charge=+1
C 2.905 1.266 -9.286
C 2.829 0.162 -8.187
C 4.201 -0.559 -8.117
C 5.285 0.214 -7.336
C 4.785 0.504 -5.951
C 3.418 1.261 -5.860
N 2.424 0.724 -6.875
O 1.120 1.143 -6.741
C 3.053 1.020 -4.400
C 3.510 2.768 -6.067
C 1.876 -0.921 -8.736
H 3.755 1.911 -9.064
H 1.987 1.851 -9.341
H 3.004 0.912 -10.312
H 4.051 -1.612 -7.878
H 4.426 -0.663 -9.179
H 5.505 1.189 -7.770
H 6.186 -0.386 -7.210
H 5.606 1.048 -5.484
H 4.785 -0.514 -5.562
H 2.037 1.276 -4.098
H 3.040 -0.063 -4.281
H 3.792 1.301 -3.649
H 2.532 3.250 -6.087
H 4.027 3.294 -5.264
H 3.891 2.935 -7.074
H 0.906 -0.509 -9.013
H 1.649 -1.634 -7.943
H 2.247 -1.373 -9.656
H 0.669 0.333 -6.491
C -0.604 -1.996 2.389
C -1.005 -0.842 1.399
C -0.879 0.417 2.252
C -0.867 1.762 1.543
C 0.347 1.728 0.541
C 0.326 0.515 -0.459
N -0.016 -0.692 0.302
O 0.140 -1.885 -0.405
C -0.726 0.832 -1.572
C 1.800 0.441 -0.925
C -2.467 -1.010 0.939
H -1.281 -2.044 3.241
H 0.450 -1.829 2.612
H -0.666 -2.922 1.817
H -1.801 0.499 2.828
H -0.073 0.341 2.983
H -0.755 2.629 2.194
H -1.797 1.886 0.988
H 1.252 1.745 1.147
H 0.295 2.698 0.047
H -0.761 0.035 -2.315
H -1.687 1.011 -1.090
H -0.392 1.714 -2.120
H 2.176 1.230 -1.576
H 2.503 0.442 -0.092
H 2.022 -0.376 -1.611
H -3.132 -1.313 1.747
H -2.674 -1.872 0.304
H -2.922 -0.175 0.406
H 1.014 -2.141 -0.100
C 2.489 5.076 1.386
C 3.258 4.882 0.016
C 2.215 4.809 -1.155
C 2.782 4.901 -2.565
C 3.585 6.231 -2.720
C 4.627 6.521 -1.575
N 4.181 6.048 -0.208
O 5.163 6.274 0.709
C 5.911 5.700 -1.905
C 4.942 8.020 -1.470
C 4.065 3.526 0.016
H 3.082 4.988 2.296
H 1.694 4.350 1.553
H 2.054 6.075 1.424
H 1.906 3.764 -1.121
H 1.399 5.502 -0.951
H 2.022 4.851 -3.345
H 3.394 4.014 -2.726
H 2.851 7.012 -2.916
H 4.199 6.124 -3.614
H 5.786 4.622 -1.810
H 6.314 5.779 -2.915
H 6.685 6.018 -1.207
H 4.073 8.591 -1.144
H 5.746 8.327 -0.800
H 5.270 8.407 -2.435
H 3.406 2.697 0.274
H 4.850 3.542 0.772
H 4.489 3.219 -0.940
H 5.896 5.832 0.274
C -1.206 3.958 -3.366
C -1.633 5.259 -4.008
C -0.881 5.302 -5.370
C -1.668 4.553 -6.431
C -3.142 4.797 -6.335
C -3.857 4.561 -5.009
N -3.095 5.423 -4.040
O -3.663 5.462 -2.769
C -5.295 5.119 -5.206
C -3.940 3.017 -4.764
C -0.961 6.380 -3.175
H -0.251 3.973 -2.840
H -1.074 3.075 -3.990
H -1.901 3.502 -2.661
H -0.632 6.309 -5.704
H 0.107 4.845 -5.318
H -1.483 3.484 -6.327
H -1.262 4.728 -7.428
H -3.639 4.196 -7.096
H -3.300 5.839 -6.613
H -5.307 6.209 -5.213
H -5.830 4.605 -6.004
H -5.865 4.783 -4.340
H -4.676 2.466 -5.349
H -3.014 2.531 -5.073
H -4.289 2.859 -3.743
H 0.105 6.250 -2.990
H -1.411 6.465 -2.186
H -1.137 7.428 -3.415
H -3.838 6.404 -2.704
C -4.897 -4.888 1.268
C -3.922 -5.806 2.133
C -4.025 -5.255 3.551
C -3.544 -6.256 4.674
C -4.302 -7.559 4.518
C -4.163 -8.175 3.067
N -4.472 -7.183 2.005
O -4.327 -7.644 0.693
C -2.750 -8.753 2.949
C -5.223 -9.271 3.032
C -2.548 -5.583 1.499
H -4.948 -5.112 0.203
H -4.614 -3.847 1.428
H -5.918 -4.880 1.649
H -3.323 -4.428 3.657
H -5.033 -4.905 3.775
H -3.786 -5.804 5.636
H -2.480 -6.447 4.533
H -5.308 -7.365 4.889
H -3.946 -8.264 5.269
H -2.541 -9.570 3.640
H -2.508 -9.169 1.971
H -1.948 -8.023 3.056
H -5.027 -10.037 3.783
H -6.171 -8.813 3.313
H -5.463 -9.851 2.141
H -2.343 -4.512 1.500
H -2.470 -5.832 0.441
H -1.772 -6.065 2.094
H -5.233 -7.935 0.569
C 3.118 1.658 3.697
C 3.925 0.347 3.492
C 4.880 0.576 2.328
C 6.129 -0.327 2.293
C 6.805 -0.420 3.652
C 5.877 -0.823 4.743
N 4.666 0.020 4.722
O 3.815 -0.234 5.785
C 5.492 -2.372 4.565
C 6.667 -0.628 6.079
C 2.931 -0.754 3.081
H 3.782 2.506 3.866
H 2.428 1.603 4.539
H 2.706 1.921 2.723
H 4.307 0.297 1.444
H 5.068 1.647 2.248
H 6.766 0.172 1.563
H 5.950 -1.350 1.959
H 7.142 0.588 3.896
H 7.638 -1.122 3.609
H 6.315 -3.012 4.882
H 4.657 -2.538 5.245
H 5.346 -2.709 3.539
H 6.836 0.419 6.329
H 6.226 -1.057 6.979
H 7.635 -1.125 6.011
H 3.324 -1.757 3.250
H 2.573 -0.662 2.056
H 1.995 -0.795 3.639
H 3.573 -1.155 5.662
C -1.070 5.707 1.406
C -2.499 5.996 1.000
C -3.162 4.715 0.460
O -3.230 6.317 2.131
H -0.674 6.572 1.938
H -0.510 5.455 0.506
H -1.021 4.925 2.163
H -2.494 6.833 0.301
H -2.760 4.385 -0.497
H -4.213 4.815 0.191
H -3.200 4.013 1.293
H -3.148 5.580 2.741
C 2.073 -5.552 0.717
C 2.701 -4.178 1.034
C 4.133 -4.186 1.494
O 2.699 -3.362 -0.123
H 1.043 -5.391 0.397
H 2.086 -6.264 1.543
H 2.600 -5.986 -0.132
H 2.056 -3.618 1.710
H 4.336 -4.557 2.498
H 4.569 -3.190 1.416
H 4.689 -4.865 0.847
H 3.240 -3.743 -0.818
C -4.201 3.101 4.043
C -3.525 3.707 5.263
C -2.604 2.737 5.900
O -2.645 4.701 4.648
H -3.580 2.632 3.280
H -4.837 3.786 3.481
H -4.848 2.296 4.392
H -4.232 4.025 6.029
H -1.873 2.211 5.287
H -3.132 1.912 6.377
H -2.023 3.186 6.706
H -2.824 5.511 5.131
C -2.744 -5.086 -2.368
C -1.633 -4.119 -1.952
C -0.303 -4.302 -2.790
O -1.974 -2.734 -2.044
H -3.468 -4.688 -3.079
H -3.417 -5.332 -1.547
H -2.437 -6.054 -2.763
H -1.372 -4.256 -0.903
H 0.302 -5.050 -2.278
H 0.321 -3.421 -2.943
H -0.723 -4.565 -3.761
H -1.531 -2.280 -1.324
C -0.533 0.263 8.293
C 0.597 -0.238 7.382
C 0.006 -0.780 6.026
O 1.333 0.922 7.122
H -1.145 1.057 7.866
H -0.111 0.621 9.232
H -1.237 -0.522 8.569
H 1.160 -1.015 7.900
H 0.856 -0.994 5.377
H -0.565 -0.071 5.426
H -0.666 -1.592 6.306
H 2.130 0.658 6.657
C 0.444 -4.662 4.431
C 1.783 -4.294 5.085
C 1.778 -4.548 6.605
O 2.784 -5.089 4.621
H 0.250 -5.683 4.759
H 0.491 -4.812 3.352
H -0.376 -3.992 4.691
H 1.944 -3.240 4.857
H 0.948 -4.101 7.152
H 2.736 -4.386 7.100
H 1.617 -5.622 6.696
H 2.555 -6.016 4.719
C -4.509 -2.030 6.477
C -5.153 -0.980 5.565
C -4.224 -0.725 4.363
O -6.386 -1.600 5.153
H -5.052 -2.304 7.381
H -3.466 -1.790 6.683
H -4.583 -3.056 6.114
H -5.319 -0.047 6.104
H -4.475 0.224 3.890
H -4.291 -1.522 3.622
H -3.182 -0.570 4.641
H -6.779 -1.035 4.485
C -0.182 -1.024 -4.915
C -0.909 -1.581 -6.148
C -0.995 -3.104 -6.257
O -2.215 -1.028 -6.209
H 0.896 -0.862 -4.933
H -0.303 -1.628 -4.015
H -0.634 -0.062 -4.675
H -0.457 -1.152 -7.043
H -1.676 -3.338 -7.075
H -1.386 -3.534 -5.335
H -0.144 -3.720 -6.549
H -2.710 -1.635 -5.654
C -5.794 -1.734 -2.757
C -4.780 -1.292 -3.830
C -4.011 -0.079 -3.452
O -3.941 -2.379 -4.171
H -6.128 -2.705 -3.123
H -6.680 -1.103 -2.685
H -5.309 -2.018 -1.823
H -5.348 -1.084 -4.737
H -3.338 -0.286 -2.621
H -4.613 0.779 -3.153
H -3.329 0.177 -4.263
H -3.501 -2.497 -3.326